The following is a quantum chemistry calculation of 4 unconnected molecules or ions with the total composition C23H51N3O14P3S in a non-equilibrium geometry, from the Open Molecules 2025 dataset.

Structure (XYZ):
```
95
Properties=species:S:1:pos:R:3:mulliken_charge:R:1
O 10.36294 4.87237 -1.66891 -0.270
N 9.27356 4.64830 -1.93754 0.277
O 8.68178 5.78241 -2.66363 -0.256
C 7.65973 5.32735 -3.49610 -0.371
N 6.48856 4.88857 -2.68336 0.829
C 6.28816 3.59621 -2.49330 0.106
C 5.21767 3.17769 -1.68491 0.205
S 4.91671 1.50479 -1.35323 -0.147
C 4.44642 4.20312 -1.16644 -0.133
C 4.74196 5.52913 -1.46607 -0.370
N 5.76299 5.87890 -2.22139 -0.944
H 7.34384 6.17734 -4.09355 0.319
H 8.00167 4.50334 -4.12116 0.368
H 6.97421 2.89300 -2.94107 0.301
H 5.75071 0.85069 -2.17572 0.161
H 3.58379 4.00975 -0.53754 0.441
H 4.14182 6.33720 -1.07106 0.459
O 2.00022 -0.12958 1.14308 -0.531
P 1.80872 -1.50950 1.62957 0.963
O 1.22651 -1.43478 3.12514 -0.337
C 0.27673 -0.43643 3.52001 0.149
C -1.14627 -0.94876 3.44127 -1.150
O 3.33996 -1.96602 1.92761 -0.450
C 4.35882 -1.19957 1.28215 -0.224
C 4.81635 -0.06242 2.17699 -0.913
O 1.35640 -2.96867 1.21424 -0.427
C -0.00444 -3.25669 0.83744 -0.042
C -0.53803 -2.31721 -0.22243 -1.087
H 0.39150 0.46854 2.92128 0.013
H 0.51744 -0.17619 4.55040 0.332
H -1.44106 -1.13496 2.40551 0.206
H -1.83629 -0.21504 3.85863 0.425
H -1.25302 -1.88285 3.99365 0.290
H 4.00757 -0.82151 0.32220 0.191
H 5.19275 -1.87317 1.07489 0.374
H 3.97000 0.51414 2.54679 0.186
H 5.49133 0.61153 1.64353 0.300
H 5.34150 -0.45498 3.04843 0.306
H -0.63473 -3.25894 1.72890 0.193
H -0.00274 -4.27509 0.45288 0.148
H -0.52139 -1.27718 0.11961 0.338
H -1.56492 -2.57697 -0.47774 0.389
H 0.06832 -2.37663 -1.12687 0.337
O -3.81297 -7.05556 -4.83425 -0.750
P -3.57429 -6.20864 -3.65869 0.867
O -4.93272 -6.02120 -2.82152 -0.279
C -5.90355 -7.06941 -2.72635 -0.262
C -5.73002 -7.88620 -1.46234 -0.993
O -3.35241 -4.71377 -4.21424 -0.323
C -3.17497 -4.46231 -5.60994 -0.304
C -4.48175 -4.05350 -6.25676 -1.028
O -2.49045 -5.99050 -2.51093 -0.216
C -2.18564 -7.01704 -1.55360 0.013
C -1.86928 -8.35751 -2.18272 -1.233
H -5.86736 -7.71307 -3.60639 0.317
H -6.87912 -6.58310 -2.71842 0.339
H -4.79605 -8.45230 -1.48560 0.188
H -6.54876 -8.59775 -1.35394 0.406
H -5.70982 -7.24051 -0.58354 0.250
H -2.74650 -5.33015 -6.10951 0.337
H -2.44976 -3.65037 -5.68717 0.323
H -5.27063 -4.77002 -6.02888 0.273
H -4.37134 -3.98413 -7.33960 0.364
H -4.80578 -3.08274 -5.87858 0.273
H -3.00319 -7.09888 -0.83317 0.244
H -1.31785 -6.66153 -0.99846 0.102
H -2.70973 -8.73162 -2.77392 0.346
H -1.63979 -9.09250 -1.41163 0.393
H -1.01069 -8.27430 -2.84962 0.360
O -0.78598 3.96313 3.82464 -0.708
P -1.22998 5.09754 3.00226 1.001
O -2.37293 4.62997 1.97817 -0.316
C -3.33845 3.63309 2.33347 -0.176
C -4.62700 4.24982 2.83630 -1.076
O -0.01585 5.39596 1.97373 -0.396
C 1.25358 4.78348 2.15082 -0.428
C 1.37191 3.54020 1.29294 -0.669
O -1.55655 6.64304 3.13954 -0.391
C -2.64437 7.11381 3.96008 -0.171
C -2.61664 6.54800 5.36390 -1.094
H -2.92949 2.94310 3.07356 0.257
H -3.53449 3.06033 1.42670 0.350
H -4.47297 4.75766 3.79088 0.211
H -5.38388 3.47975 2.98626 0.408
H -5.00962 4.98157 2.12428 0.267
H 1.43523 4.54653 3.19845 0.323
H 2.00161 5.52396 1.85314 0.320
H 0.52635 2.87167 1.44455 0.242
H 2.29293 2.99472 1.51544 0.271
H 1.37283 3.80731 0.23105 0.235
H -3.59201 6.90426 3.45953 0.225
H -2.54397 8.19698 3.99698 0.302
H -2.68108 5.45584 5.35857 0.335
H -3.45337 6.93580 5.94401 0.376
H -1.68914 6.81987 5.86836 0.345
```

Calculated values
F_max	5.5	eV/A
Kohn-Sham gap	0.251	Eh
net charge	+1
E_LUMO	-4.79	eV
multiplicity	1

The following is a quantum chemistry calculation of 11 unconnected molecules or ions with the total composition C6H33N6O12 in a non-equilibrium geometry, from the Open Molecules 2025 dataset.

Structure (XYZ):
```
57
Properties=species:S:1:pos:R:3:nbo_charge:R:1
C 0.27096 -0.03997 0.75949 -0.135
O 1.49632 -0.33758 0.25010 -1.000
H 0.20717 0.40038 1.77042 0.084
H -0.26496 0.75381 0.19460 0.083
H -0.36724 -0.93736 0.80949 0.081
C 1.98880 1.41175 -3.82200 -0.090
C 2.47314 0.04051 -3.32022 -0.092
O 3.01172 0.12723 -2.03014 -0.779
O 3.08168 2.24283 -4.12076 -0.724
H 1.27445 1.75180 -3.05776 0.138
H 1.34240 1.26459 -4.69050 0.175
H 3.29490 -0.21624 -3.99602 0.163
H 1.68069 -0.71358 -3.33758 0.186
H 2.37416 -0.05338 -1.31433 0.517
H 3.64407 2.22040 -3.33506 0.472
C -1.22555 0.54033 -3.57397 0.772
O -1.22771 -0.18121 -4.56519 -0.657
N -1.13070 0.08690 -2.28746 -0.851
N -1.33671 1.89728 -3.65105 -0.854
H -1.03620 0.78512 -1.57394 0.374
H -0.74881 -0.81715 -2.06610 0.425
H -1.14383 2.49790 -2.87300 0.381
H -1.39330 2.36272 -4.53683 0.403
C -3.43844 2.61347 2.03897 0.781
O -2.90789 2.83699 3.10619 -0.637
N -4.75694 2.89719 1.69279 -0.865
N -2.72765 2.14658 0.94391 -0.865
H -5.10852 2.48047 0.85566 0.381
H -5.39536 3.35384 2.31346 0.403
H -1.74728 1.99002 1.10010 0.413
H -3.12295 2.16903 0.02820 0.384
C -2.67014 -3.17542 1.74197 0.766
O -3.54005 -4.04871 1.87162 -0.698
N -1.87047 -2.77626 2.74208 -0.852
N -2.43522 -2.54692 0.55293 -0.850
H -1.34974 -1.91913 2.68075 0.419
H -2.06728 -3.30760 3.57411 0.406
H -1.73288 -1.83001 0.55877 0.383
H -2.98222 -2.77498 -0.25233 0.409
O 1.07253 2.36889 3.07279 -0.948
H 0.62248 1.61626 2.67252 0.459
H 1.83840 1.97681 3.50985 0.480
O 0.89462 -2.82858 -2.10477 -0.951
H 0.44999 -3.65405 -1.89161 0.467
H 0.95550 -2.36486 -1.25848 0.483
O 4.38525 1.13052 0.33556 -0.951
H 3.50517 0.73395 0.23572 0.495
H 4.39167 1.86871 -0.27822 0.451
O 3.07484 -0.75065 2.67628 -0.962
H 2.34266 -0.68497 2.02977 0.492
H 2.88241 -1.54847 3.17785 0.452
O 2.08364 -3.24864 0.67091 -0.964
H 1.47957 -3.64414 1.30840 0.453
H 1.80173 -2.31987 0.60283 0.493
O -0.02215 -0.76295 4.32538 -0.951
H -0.28139 0.13489 4.57085 0.484
H 0.11067 -1.21853 5.16297 0.470
```

Calculated values
F_max	2.2	eV/A
Kohn-Sham gap	0.302	Eh
net charge	-1
E_LUMO	2.16	eV
multiplicity	1

The following is a quantum chemistry calculation of 2 unconnected molecules or ions with the total composition H5ISi2 in a non-equilibrium geometry, from the Open Molecules 2025 dataset.

Structure (XYZ):
```
8
Properties=species:S:1:pos:R:3:nbo_charge:R:1
Si -1.31486 -0.75035 0.55749 0.572
Si 0.95008 0.90164 -0.82029 0.497
I 2.75243 0.03532 0.57979 -0.244
H -1.89501 -1.71951 -0.36620 -0.156
H -0.28760 -1.14199 1.51389 -0.148
H -2.41186 -0.19572 1.15587 -0.187
H 0.83165 2.35160 -0.56872 -0.147
H 1.37517 0.51901 -2.05184 -0.188
```

Calculated values
relative energy (zero: lowest compared OMol25 entry of this formula, charge and spin)	180.5	kJ/mol
F_max	4.6	eV/A
Kohn-Sham gap	0.294	Eh
E_LUMO	-0.45	eV
multiplicity	1

Which of these has the lowest E_LUMO?
C23H51N3O14P3S

The highest F_max belongs to which entry?
C23H51N3O14P3S